Molecular formula: C9H20F6O10S2V
Method: DFT, ωB97M-V/def2-TZVPD

XYZ file:
```
48
Properties=species:S:1:pos:R:3:forces:R:3:nbo_charge:R:1
O -1.236 -0.919 -1.287 -3.04 -1.19 -3.09 -0.737
V -0.290 -0.286 -0.252 2.80 0.71 1.83 1.309
C -1.098 -4.508 0.386 2.57 0.81 0.42 0.718
F -1.906 -4.231 1.428 -0.29 -0.52 -0.95 -0.326
F -0.864 -5.836 0.283 -0.99 0.46 0.18 -0.329
F -1.596 -4.058 -0.769 -0.55 -0.36 0.49 -0.317
S 0.612 -3.702 0.720 -0.22 1.26 5.47 2.319
O 0.482 -2.309 0.279 -0.12 -0.64 -0.32 -1.025
O 0.809 -3.779 2.217 -1.26 -0.15 -3.32 -0.973
O 1.537 -4.504 0.020 0.98 -1.07 -1.91 -0.974
C 2.604 1.490 3.429 0.03 -1.18 -1.76 0.753
F 2.889 2.578 2.666 0.07 -0.46 0.65 -0.342
F 3.693 1.186 4.194 -1.47 0.54 -0.72 -0.322
F 1.545 1.801 4.184 0.58 -0.10 0.19 -0.326
S 2.160 -0.050 2.221 0.44 -3.43 0.02 2.283
O 1.920 -1.174 3.147 0.53 2.73 -0.88 -0.915
O 0.953 0.266 1.415 0.08 1.38 1.29 -1.037
O 3.273 -0.219 1.291 -0.15 0.97 1.29 -0.964
C 3.163 1.163 -2.746 -0.04 0.41 -0.37 -0.644
C 1.691 0.755 -2.917 0.78 -1.49 0.62 0.100
C 1.462 -0.104 -4.160 -0.39 0.78 -0.93 -0.631
O 1.416 -0.129 -1.801 0.01 0.74 -0.09 -0.715
H 3.414 1.972 -3.432 0.14 0.08 0.00 0.203
H 3.841 0.335 -2.956 -0.17 -0.28 -0.36 0.206
H 3.445 1.435 -1.729 -0.54 0.31 0.09 0.241
H 0.992 1.590 -2.854 0.11 0.00 0.01 0.180
H 0.402 -0.225 -4.384 -0.09 -0.12 0.37 0.227
H 1.900 -1.101 -4.114 0.13 0.09 0.41 0.217
H 1.865 0.367 -5.056 0.25 0.19 -0.07 0.195
H 2.168 -0.722 -1.869 -0.13 -0.66 0.82 0.488
C -4.215 -1.410 0.488 1.01 -0.30 0.57 -0.646
C -3.502 -0.077 0.621 0.37 -0.06 1.19 -0.042
O -2.108 -0.230 1.079 -1.11 0.25 -0.74 -0.736
H -4.397 -1.709 1.520 -0.63 -0.37 -0.11 0.196
H -3.515 -2.157 0.111 -0.01 0.11 -0.37 0.253
H -5.109 -1.398 -0.135 -0.02 0.15 0.23 0.209
H -3.932 0.465 1.463 -0.54 0.35 -0.29 0.155
H -3.614 0.528 -0.279 0.87 -0.05 0.03 0.186
H -2.092 -0.438 2.016 -0.07 -0.11 0.10 0.493
C -1.479 3.857 0.885 -1.13 0.52 0.06 -0.634
C -0.340 2.895 0.808 -0.02 1.51 0.64 -0.059
O -0.737 1.928 -0.116 0.47 -0.70 -0.58 -0.705
H -1.325 4.681 1.582 -0.18 -0.21 0.23 0.217
H -2.399 3.293 1.040 -0.10 0.09 0.82 0.211
H -1.713 4.320 -0.073 0.52 0.22 -0.41 0.184
H -0.121 2.465 1.785 -0.01 -0.33 -0.35 0.216
H 0.512 3.491 0.480 0.58 -0.48 -0.12 0.161
H -1.163 2.415 -0.826 -0.06 -0.38 -0.31 0.483
```
Positions in Å, forces in eV/Å.

Results
multiplicity: 3
HOMO (spin up / spin down): -3.12 / -5.67 eV
net charge: -1
frontier orbital gap (spin up / spin down): 5.2 / 7.7 eV
LUMO energy (spin up / spin down): 2.087 / 2.079 eV

---

Molecular formula: C9H20F8N5NaO16S8
Method: DFT, ωB97M-V/def2-TZVPD

XYZ file:
```
67
Properties=species:S:1:pos:R:3:forces:R:3:nbo_charge:R:1
Na -0.202 2.149 1.001 0.27 -0.44 0.36 0.897
C 1.297 -5.531 0.916 0.45 1.16 0.40 -0.606
C 0.771 -4.131 0.444 -1.41 -1.57 0.75 -0.439
C 1.662 -3.569 -0.592 0.07 0.85 -0.79 -0.203
N 1.256 -2.160 -1.146 0.16 -1.29 1.52 -0.233
C -0.286 -2.306 -1.466 0.95 1.92 -1.49 -0.225
C -0.722 -1.041 -2.216 -0.20 -0.41 -0.18 -0.419
C 0.158 -0.780 -3.412 1.04 0.13 -0.45 -0.415
C 1.639 -0.547 -3.049 -0.22 -1.33 0.34 -0.413
C 2.219 -1.844 -2.335 -2.14 1.91 -0.17 -0.201
C 1.479 -1.091 -0.029 0.72 -1.36 -0.71 -0.410
H 0.785 -5.768 1.848 -0.14 -0.43 -0.29 0.232
H 2.356 -5.502 1.173 0.17 0.35 0.17 0.199
H 1.268 -6.325 0.170 -0.67 0.11 -0.05 0.208
H 0.537 -3.461 1.271 0.74 -0.06 0.27 0.244
H -0.244 -4.314 0.091 0.04 -0.10 -0.45 0.217
H 1.643 -4.215 -1.470 0.11 0.03 -0.09 0.206
H 2.663 -3.607 -0.163 0.28 0.77 -0.40 0.221
H -0.438 -3.109 -2.188 0.55 -0.40 0.22 0.208
H -0.939 -2.477 -0.610 0.78 0.08 0.34 0.272
H -1.698 -1.315 -2.615 -0.35 0.50 0.41 0.247
H -0.786 -0.164 -1.571 -0.29 -0.11 0.06 0.224
H 0.070 -1.644 -4.072 0.18 -0.31 -0.18 0.179
H -0.147 0.062 -4.033 -0.31 0.11 0.39 0.255
H 2.191 -0.311 -3.959 0.23 -0.18 0.13 0.239
H 1.731 0.338 -2.419 0.09 -0.32 0.03 0.234
H 2.214 -2.688 -3.026 -0.01 -0.06 0.20 0.207
H 3.204 -1.641 -1.915 -0.12 -0.34 0.10 0.225
H 0.979 -0.146 -0.240 -0.25 -0.52 0.03 0.241
H 2.552 -0.899 -0.028 -0.08 0.05 -0.02 0.225
H 1.251 -1.592 0.911 -0.46 0.60 -0.07 0.247
N 0.996 2.494 -1.003 3.98 -1.76 2.15 -1.201
S 0.648 3.041 -2.338 -6.19 4.30 -7.83 2.429
O 0.793 2.286 -3.593 0.65 1.08 2.52 -0.903
O 0.777 4.498 -2.367 1.01 -1.88 -0.61 -0.904
F -0.922 2.918 -2.148 -0.55 -0.69 0.26 -0.521
S 2.644 2.726 -1.180 4.52 -1.76 1.97 2.379
O 3.202 3.917 -0.597 -1.34 -1.16 -0.64 -0.840
O 3.331 2.144 -2.339 -1.96 1.50 1.22 -0.877
F 2.923 1.547 -0.142 0.27 0.22 0.73 -0.517
N -2.252 3.378 1.219 -0.24 2.13 -1.84 -0.737
S -3.805 3.363 0.919 -7.14 -7.61 2.67 2.327
O -4.214 2.641 -0.289 1.58 2.13 0.69 -0.645
O -4.600 4.409 1.463 1.04 0.50 -0.97 -0.751
F -4.156 2.141 1.940 0.93 1.52 -0.46 -0.474
S -2.080 4.758 0.259 4.71 6.48 -3.46 2.291
O -2.312 6.040 0.926 -0.07 -3.32 -0.36 -0.773
O -2.439 4.674 -1.149 -0.86 -0.65 2.96 -0.760
F -0.506 4.713 0.122 -0.75 -0.56 0.84 -0.457
N -2.748 -2.243 0.947 4.63 1.12 2.98 -1.087
S -3.852 -1.441 0.365 -10.54 -0.43 -5.48 2.400
O -3.604 -0.704 -0.852 0.66 0.40 1.26 -0.916
O -5.004 -1.071 1.191 2.62 0.94 -0.26 -0.881
F -4.544 -2.754 -0.247 -0.02 -0.80 -0.83 -0.543
S -2.127 -1.001 1.803 3.71 -0.62 4.17 2.389
O -2.793 -0.748 3.050 0.47 0.03 -1.55 -0.838
O -1.551 0.129 1.079 -0.60 -1.04 0.18 -0.969
F -0.796 -1.838 2.267 -0.74 0.69 -0.53 -0.517
N 0.476 1.942 3.355 0.44 7.25 -3.14 -1.195
S 1.118 1.010 4.288 -0.04 -8.39 5.26 2.483
O 1.473 1.460 5.608 0.86 0.63 -1.19 -0.902
O 1.851 -0.090 3.689 -0.07 1.47 0.19 -0.932
F -0.293 0.285 4.643 0.28 -0.44 -0.09 -0.534
S 1.383 3.375 3.603 2.10 2.29 -0.75 2.338
O 2.826 3.245 3.176 -4.58 0.14 1.38 -0.855
O 1.039 4.250 4.736 0.56 -2.41 -2.57 -0.838
F 0.650 4.132 2.329 0.49 -0.68 0.72 -0.530
```
Positions in Å, forces in eV/Å.

Results
multiplicity: 2
HOMO (spin up / spin down): -8.08 / -8.07 eV
net charge: -1
frontier orbital gap (spin up / spin down): 8.4 / 3.8 eV
LUMO energy (spin up / spin down): 0.368 / -4.226 eV

---

Molecular formula: C9H20IrN6S2
Method: DFT, ωB97M-V/def2-TZVPD

XYZ file:
```
38
Properties=species:S:1:pos:R:3:forces:R:3:nbo_charge:R:1
Ir 0.100 0.409 -0.739 -1.83 1.70 4.00 0.880
C -1.225 3.201 -0.731 0.09 0.63 0.26 -0.269
C -0.811 3.123 0.719 -0.45 0.48 -0.28 -0.279
N 0.204 2.066 0.905 0.68 -1.42 -2.04 -0.468
C 0.188 1.377 2.200 0.13 -0.26 0.73 -0.264
C -1.106 0.628 2.471 0.11 -0.02 0.10 -0.570
S -1.718 -0.254 1.003 1.23 0.46 -1.89 0.570
C -3.068 0.786 0.348 -0.44 -0.02 0.10 -0.563
C -2.820 1.244 -1.069 -0.89 -0.01 -0.03 -0.271
N -1.504 1.872 -1.314 1.52 -1.88 -0.02 -0.483
H -0.436 3.664 -1.326 0.01 -0.09 -0.05 0.259
H -2.103 3.851 -0.817 -0.04 -0.11 -0.15 0.289
H -1.656 2.955 1.380 0.06 -0.17 0.04 0.234
H -0.401 4.101 0.990 0.13 -0.13 0.18 0.299
H 1.133 2.459 0.754 -0.02 0.11 0.11 0.442
H 0.341 2.084 3.027 0.03 0.15 -0.21 0.298
H 1.039 0.694 2.231 -0.01 0.02 -0.07 0.240
H -1.914 1.251 2.857 -0.05 0.01 -0.14 0.289
H -0.913 -0.133 3.231 -0.08 -0.04 -0.04 0.313
H -3.277 1.595 1.045 0.13 -0.01 0.06 0.270
H -3.959 0.151 0.339 0.03 -0.01 0.08 0.319
H -3.624 1.949 -1.322 0.16 0.07 -0.08 0.291
H -2.937 0.412 -1.766 0.18 0.00 0.00 0.254
H -1.424 1.974 -2.328 0.04 -0.03 -0.01 0.451
C 2.052 -4.888 -0.641 -0.19 -0.47 0.02 -0.738
C 2.614 -3.554 -0.772 -0.82 0.47 -0.02 0.511
N 3.929 -3.293 -0.753 0.87 -0.10 -0.03 -0.027
N 4.092 -2.007 -0.871 -0.30 -0.34 0.05 -0.217
C 2.905 -1.350 -0.947 -0.48 0.96 -0.01 0.163
S 2.636 0.306 -0.997 -0.41 -0.25 -0.16 0.265
N 1.959 -2.341 -0.896 0.64 -0.53 -0.10 -0.208
N 0.599 -2.045 -1.040 -0.46 0.53 -0.51 -0.645
H 2.866 -5.615 -0.631 0.00 0.03 -0.06 0.339
H 1.350 -5.148 -1.443 0.09 0.13 -0.11 0.311
H 1.491 -5.020 0.296 0.08 0.19 0.06 0.315
H 5.043 -1.623 -0.903 -0.02 0.07 0.02 0.510
H 0.318 -2.204 -2.015 0.16 -0.21 -0.03 0.442
H 0.034 -2.681 -0.472 0.11 0.10 0.23 0.446
```
Positions in Å, forces in eV/Å.

Results
ΔE to the lowest compared entry with this formula, charge and spin: 46.3 kcal per mole
multiplicity: 2
HOMO (spin up / spin down): -23.76 / -23.79 eV
net charge: +4
frontier orbital gap (spin up / spin down): 7.4 / 6.1 eV
LUMO energy (spin up / spin down): -16.354 / -17.681 eV

---

Molecular formula: C9H20N2
Method: DFT, ωB97M-V/def2-TZVPD

XYZ file:
```
31
Properties=species:S:1:pos:R:3:forces:R:3:nbo_charge:R:1
C 3.445 2.157 0.770 0.43 1.49 1.45 -0.595
C 2.229 2.860 0.064 0.10 0.87 -0.11 -0.577
C 1.102 2.068 0.342 -2.23 -1.52 0.08 0.773
N 0.194 1.410 0.647 2.72 1.31 -1.17 -0.323
C -0.893 0.613 0.864 -0.77 -2.81 -1.04 -0.027
N -0.587 -1.166 0.539 -0.02 2.75 -0.57 -0.192
C -0.361 -1.754 1.866 0.53 -2.77 -0.66 -0.440
C 0.608 -1.449 -0.280 3.03 2.77 1.44 -0.441
C -1.810 -1.659 -0.100 -0.47 -1.36 -2.42 -0.248
C -2.054 -1.313 -1.649 -0.37 0.54 2.30 -0.403
C -1.983 0.206 -2.066 -1.08 -2.27 0.28 -0.662
H 3.255 1.071 0.939 0.40 0.94 -0.17 0.225
H 4.304 2.353 0.117 -0.14 -0.48 0.31 0.274
H 3.652 2.720 1.761 -0.36 -1.28 -1.53 0.271
H 2.404 2.979 -1.032 -0.44 -0.16 0.70 0.331
H 1.860 3.860 0.460 1.02 -0.65 -0.27 0.333
H -0.997 0.492 1.922 -0.88 0.26 0.51 0.261
H -1.736 0.954 0.195 0.69 -0.76 1.06 0.306
H -1.218 -1.718 2.512 -0.34 0.45 0.27 0.255
H -0.196 -2.869 1.628 -0.10 1.52 0.63 0.262
H 0.573 -1.369 2.266 -0.25 0.13 0.35 0.235
H 0.803 -0.647 -1.020 -0.62 -0.53 0.08 0.232
H 1.493 -1.239 0.504 -1.54 -1.28 -2.09 0.226
H 0.605 -2.405 -0.798 -0.07 -0.15 0.55 0.279
H -2.579 -1.317 0.500 -1.88 0.69 1.14 0.216
H -1.826 -2.774 -0.024 0.29 0.78 0.10 0.251
H -1.312 -1.947 -2.152 -0.33 0.58 -0.49 0.223
H -3.079 -1.681 -1.894 0.90 0.01 0.30 0.268
H -2.783 0.925 -1.869 0.01 -0.41 0.88 0.247
H -1.020 0.572 -1.925 1.68 1.07 0.33 0.176
H -2.094 0.066 -3.089 0.08 0.28 -2.23 0.264
```
Positions in Å, forces in eV/Å.

Results
ΔE to the lowest compared entry with this formula, charge and spin: 3.5 kcal per mole
HOMO: -18.57 eV
net charge: +2
frontier orbital gap: 10.0 eV
LUMO energy: -8.620 eV
SMILES: CCC#[N+]C[N+](C)(C)CCC

---

Molecular formula: C9H20N2
Method: DFT, ωB97M-V/def2-TZVPD

XYZ file:
```
31
Properties=species:S:1:pos:R:3:forces:R:3:nbo_charge:R:1
C -3.417 1.052 -0.446 -3.40 0.08 0.61 -0.624
C -2.043 1.491 -0.124 0.84 -2.90 0.54 -0.382
C -1.188 0.145 -0.305 0.43 1.69 -1.85 -0.442
C 0.291 0.227 0.200 -1.92 0.90 -2.12 -0.045
C 1.084 1.096 -0.857 -1.17 -1.81 2.04 -0.433
C 2.341 1.542 -0.197 0.10 2.91 -1.60 -0.283
N 2.981 0.306 0.174 0.93 -0.37 1.26 -0.367
C 2.411 -0.815 0.458 -0.63 2.85 -1.78 0.464
N 1.003 -1.092 0.451 -0.36 0.56 -0.89 -0.265
C 0.607 -2.069 -0.654 -0.58 -0.10 -0.01 -0.421
C 0.744 -1.766 1.797 1.20 -0.72 0.40 -0.433
H -3.447 1.042 -1.528 -0.69 -0.68 -0.28 0.223
H -4.322 1.708 -0.102 2.05 -0.66 -0.59 0.263
H -3.685 0.057 0.054 0.47 1.18 -1.08 0.211
H -2.000 1.780 0.866 0.34 0.68 2.40 0.205
H -1.710 2.293 -0.694 0.62 1.33 -1.33 0.211
H -1.249 -0.025 -1.440 0.34 -0.11 1.55 0.227
H -1.812 -0.568 0.168 -0.08 -1.09 0.61 0.240
H 0.251 0.752 1.110 0.23 0.51 1.53 0.230
H 0.416 1.904 -1.006 -0.42 0.77 -0.82 0.280
H 1.229 0.426 -1.708 0.17 0.68 -0.39 0.235
H 2.987 2.143 -0.986 -0.76 -1.47 1.79 0.296
H 2.168 2.272 0.676 0.38 -1.36 -1.03 0.288
H 4.007 0.456 0.213 -0.41 -1.20 0.15 0.494
H 2.910 -1.681 0.485 2.69 -2.88 0.78 0.238
H -0.108 -2.649 -0.132 -0.72 -0.98 0.14 0.246
H 0.029 -1.543 -1.396 0.42 0.24 -0.41 0.266
H 1.342 -2.736 -1.083 0.71 0.29 0.21 0.269
H -0.244 -2.183 1.941 -0.68 0.57 -0.66 0.283
H 1.367 -2.772 1.805 -0.53 2.51 0.51 0.276
H 0.878 -0.903 2.489 0.45 -1.41 0.31 0.253
```
Positions in Å, forces in eV/Å.

Results
ΔE to the lowest compared entry with this formula, charge and spin: 0.0 kcal per mole
HOMO: -17.45 eV
net charge: +2
frontier orbital gap: 7.9 eV
LUMO energy: -9.559 eV
SMILES: CCC[C@@H]1CC[NH+]=C[N+]1(C)C

---

Molecular formula: C9H20NO
Method: DFT, ωB97M-V/def2-TZVPD

XYZ file:
```
31
Properties=species:S:1:pos:R:3:forces:R:3:nbo_charge:R:1
C 1.903 -1.195 1.116 -0.92 0.02 -1.20 -0.147
C 1.476 0.149 0.658 -0.57 -1.33 -0.95 0.548
C 2.431 1.250 0.320 -0.75 1.85 0.61 -0.718
C -1.114 1.258 1.851 0.63 0.42 4.94 -0.662
C -2.334 -1.221 -0.350 -2.03 0.28 1.81 -0.656
C 0.534 -0.769 -2.418 1.03 0.06 2.67 -0.610
C -0.965 1.315 0.409 -1.38 -1.22 -1.89 -0.231
C -0.905 -1.167 0.079 0.01 -0.88 2.05 -0.259
C -0.277 0.306 -1.612 1.23 0.62 -3.95 -0.248
N -0.321 0.091 -0.224 3.35 1.90 1.65 -0.273
O 1.187 -0.200 1.894 -0.77 -0.55 1.05 -0.455
H 1.441 -2.156 0.756 0.21 1.31 0.84 0.227
H 2.897 -1.201 1.481 1.02 -0.57 -0.08 0.217
H 3.295 0.872 -0.181 0.18 -0.30 -0.90 0.260
H 2.872 1.698 1.248 -0.81 -0.54 -0.35 0.278
H 1.966 2.115 -0.201 0.38 -0.67 0.02 0.252
H -0.141 1.569 2.412 -1.73 -0.47 -0.95 0.230
H -1.885 2.042 2.168 0.94 -1.24 -0.40 0.257
H -1.385 0.228 2.361 0.22 2.13 -1.38 0.242
H -2.588 -1.970 -1.127 0.18 0.69 0.48 0.249
H -2.814 -1.464 0.632 -0.48 -0.27 -1.25 0.246
H -2.717 -0.194 -0.546 0.00 -1.18 -0.43 0.216
H 1.555 -0.915 -1.901 -1.43 -0.02 -0.96 0.203
H -0.058 -1.708 -2.361 0.72 0.48 -0.47 0.213
H 0.700 -0.439 -3.423 -0.07 0.03 -0.51 0.248
H -0.387 2.180 0.038 -0.53 -0.36 0.22 0.231
H -2.020 1.292 0.008 1.30 0.68 -0.10 0.223
H -0.415 -1.991 -0.390 0.94 -0.17 -0.27 0.231
H -0.772 -1.281 1.184 -0.35 -0.21 -0.94 0.231
H -1.258 0.134 -2.101 0.05 1.01 0.78 0.236
H 0.097 1.372 -1.780 -0.55 -1.51 -0.15 0.221
```
Positions in Å, forces in eV/Å.

Results
ΔE to the lowest compared entry with this formula, charge and spin: 74.2 kcal per mole
HOMO: -14.24 eV
net charge: +1
frontier orbital gap: 10.8 eV
LUMO energy: -3.427 eV

---

It is found that the largest force on an atom values, taken in the order of the records, are 0.1093 0.2312 0.0917 0.0846 0.0782 0.0972 Eh/bohr.